Entry 1:
Entry from the Open Molecules 2025 dataset: a molecular structure, C6H22NNbO5P (the ωB97M-V functional and the def2-TZVPD basis).

* largest force on an atom: 0.9 eV Å⁻¹
* orbital gap: 5.52 eV
* E_tot: -1070.92402 hartree
* LUMO level: 2.534 eV

Geometry as ORCA input:
```
! RIJCOSX wB97M-V def2-TZVPD def2/J DEFGRID3
* xyz -1 1
Nb -1.24340 -2.16134 5.51959
P -0.37679 -0.24266 4.04983
O -0.39735 2.05954 -3.48327
O -0.84069 1.27049 4.60050
O 0.89442 -0.63432 -4.09556
O -1.03920 -0.13592 2.52602
O 0.95595 1.12753 -0.90083
N 0.18480 -3.51469 6.12103
C 0.32845 -1.69091 -4.83033
C -0.36690 1.61129 -1.05465
C -0.91352 1.26350 -2.42148
C 1.02002 0.56588 -4.83124
C 0.91844 1.77723 -3.92641
C 1.69701 1.85798 0.05099
H -2.72756 -1.15364 5.18949
H -0.23015 1.51305 5.30527
H 0.24120 0.62542 -5.60241
H -0.39174 2.69949 -0.91540
H 1.20577 2.64357 -4.52825
H -0.31543 -0.10585 1.89097
H 0.98662 -2.02400 -5.64286
H -2.76198 -2.96944 6.07371
H 0.17567 -2.51956 -4.14120
H 1.29164 1.72692 1.06084
H 1.61685 1.68617 -3.09237
H -1.98253 1.48432 -2.40343
H 2.72016 1.48685 0.02735
H -1.02327 1.16041 -0.29816
H 0.43136 -4.28376 5.50051
H -1.49227 -2.67923 3.76274
H 1.99841 0.59326 -5.33328
H -0.63697 -1.40393 -5.26376
H 1.69787 2.93000 -0.18007
H -0.78281 0.19815 -2.61921
H 0.13647 -3.91869 7.05558
H -0.97855 -0.84310 6.82978
*
```



Entry 2:
Entry from the Open Molecules 2025 dataset: 5 unconnected molecules or ions with the total composition C6H22NO5 (the ωB97M-V functional and the def2-TZVPD basis).

* largest force on an atom: 8.0 eV Å⁻¹
* orbital gap: 8.99 eV
* ΔE to the lowest compared entry with this formula, charge and spin: 373.3 kJ/mol
* E_tot: -672.68013 hartree
* LUMO level: 3.560 eV

Geometry as ORCA input:
```
! RIJCOSX wB97M-V def2-TZVPD def2/J DEFGRID3
* xyz -1 1
O -0.78955 -2.22880 2.29448
O -1.76124 0.25645 -0.48923
O -1.23487 2.57383 0.46321
O 1.89951 3.12722 1.77739
O -3.28503 2.33243 -1.05275
N 0.44110 -1.74809 -0.57048
C -1.48565 -2.32346 -1.96734
C 2.13502 -0.66370 0.87821
C -0.26412 -1.43677 -1.86061
C 2.35979 1.91551 1.23846
C 1.35236 0.67096 1.34587
C 1.75252 -0.97262 -0.57347
H -0.58396 -0.30028 -1.93301
H 2.52215 -1.66209 -0.90954
H -2.87723 1.51884 -0.64301
H -1.98966 0.07575 0.44104
H -1.25428 -3.43613 -1.98782
H -2.21725 -2.19135 -1.22068
H -2.92340 2.41561 -1.93241
H 0.66325 0.56141 2.20461
H -1.98331 -1.93772 -2.83572
H 1.72346 -1.47136 1.64043
H -1.40688 -1.64795 2.17833
H 3.21090 -0.49203 1.31292
H 0.92494 3.34325 1.61421
H -1.22726 1.51514 0.13918
H -1.71742 2.95386 -0.18335
H 0.41581 -1.69343 -2.71891
H 3.32391 1.75553 1.93745
H 2.62290 1.97382 0.26031
H 1.73300 0.02596 -1.00957
H 0.55142 0.74529 0.55588
H -0.42867 -2.38728 1.50108
H -0.20227 -1.16781 0.10481
*
```



Entry 3:
Entry from the Open Molecules 2025 dataset: 7 unconnected molecules or ions with the total composition C6H22O6 (the ωB97M-V functional and the def2-TZVPD basis).

* expectation value of S²: 0.774
* largest force on an atom: 2.0 eV Å⁻¹
* orbital gap (spin up / spin down): 8.95 / 6.31 eV
* ΔE to the lowest compared entry with this formula, charge and spin: 0.0 kJ/mol
* E_tot: -692.89699 hartree
* LUMO level (spin up / spin down): -5.269 / -7.902 eV

Geometry as ORCA input:
```
! RIJCOSX wB97M-V def2-TZVPD def2/J DEFGRID3
* xyz 1 2
O 0.23417 -3.32720 -0.70045
O -1.99802 -1.85239 0.35822
O 3.13333 1.77909 0.30663
O 2.00329 -2.52125 1.04568
O 2.43637 -1.87278 -1.58293
O 1.19579 3.45635 0.72303
C -2.81016 1.43099 -0.36460
C -0.50367 0.47272 -0.55291
C -0.59837 0.12533 -1.98392
C -1.47470 1.08744 0.23578
C -0.37079 0.90049 2.39210
C -1.32187 1.47431 1.60843
H -2.50513 -1.21519 -0.11193
H -3.45211 1.97575 0.33187
H -1.91447 2.34692 1.90196
H -1.60936 -1.29902 1.05525
H 0.50925 0.25736 -0.18140
H 3.14293 2.21240 -0.54974
H 1.22324 -2.98765 0.66667
H -1.10473 0.85471 -2.61516
H 2.65899 -2.43775 -2.32976
H -0.65350 -2.93972 -0.45876
H 0.33310 3.33075 1.06782
H 0.23751 0.05924 2.09246
H 0.39650 -0.02601 -2.37875
H 2.08724 -2.86552 1.94833
H 1.69620 2.64197 0.63312
H -2.72351 2.01100 -1.27350
H 0.59032 -2.66024 -1.29612
H -1.10082 -0.82003 -2.09537
H -3.40857 0.57161 -0.65855
H 2.60654 -2.34674 -0.75833
H -0.15531 1.34154 3.34941
H 3.22033 0.84152 0.17539
*
```



Entry 4:
Entry from the Open Molecules 2025 dataset: 10 unconnected molecules or ions with the total composition C6H23BF5IO11 (the ωB97M-V functional and the def2-TZVPD basis).

* largest force on an atom: 6.9 eV Å⁻¹
* orbital gap: 4.79 eV
* E_tot: -1891.78271 hartree
* LUMO level: 3.666 eV

Geometry as ORCA input:
```
! RIJCOSX wB97M-V def2-TZVPD def2/J DEFGRID3
* xyz -2 1
I 0.81487 1.45830 -2.30984
F 0.06248 3.52809 0.38249
F -3.20654 1.51090 0.38185
F -2.60275 3.80718 0.58805
F -0.74759 1.87270 1.96000
F -2.29082 2.73215 -1.51801
O -1.20705 -1.01954 0.70970
O -2.07532 -5.29952 1.06179
O -1.17208 -0.94859 -1.77582
O -4.44892 -2.78624 1.95697
O 5.82323 -1.41914 -0.37232
O 0.29306 6.20291 1.30291
O 5.22405 1.00482 1.61064
O 3.73218 -0.09734 -2.26306
O -3.50055 -2.71353 -1.22130
O -3.95575 1.08640 -3.37371
O -4.54985 -5.85865 -0.09410
C -2.18866 2.49861 -0.04453
C 1.46892 0.43651 0.57776
C 3.54222 2.23400 0.03181
C -0.66642 2.20901 0.48959
C -0.82324 -0.40336 -0.44154
C 2.53339 1.62677 0.94107
B 0.11745 0.97150 -0.25206
H 2.02823 -0.35834 -0.10778
H -4.77278 1.16617 -2.85885
H 3.56077 3.40935 -0.17733
H 0.01004 5.28201 1.19882
H 5.74274 1.71956 2.00951
H 6.57783 -1.59537 0.20951
H -2.98171 -3.44943 -0.86319
H 5.08059 -1.85979 0.06748
H 4.56221 -0.35591 -1.83492
H 2.51626 2.02648 2.06449
H 1.12781 -0.10495 1.58324
H -2.89918 -5.41578 1.55864
H -2.83737 -2.03710 -1.42559
H -4.55157 -5.02175 -0.58255
H -3.27312 1.44476 -2.78659
H 5.81358 0.23677 1.65154
H 4.36833 1.62062 -0.57212
H -1.84384 -4.36977 1.20658
H -4.01692 -6.45072 -0.64596
H -4.60300 -1.86397 1.70266
H -4.06642 -3.18750 1.16211
H 4.00395 0.18495 -3.14931
H 0.27728 6.34578 2.26127
*
```



Entry 5:
Entry from the Open Molecules 2025 dataset: 7 unconnected molecules or ions with the total composition C6H23NO6 (the ωB97M-V functional and the def2-TZVPD basis).

* largest force on an atom: 4.7 eV Å⁻¹
* orbital gap: 8.52 eV
* SMILES: C=C(/C=C/C)NC.O.O.O.O.O.O
* ΔE to the lowest compared entry with this formula, charge and spin: 509.2 kJ/mol
* E_tot: -748.43813 hartree
* LUMO level: 0.322 eV

Geometry as ORCA input:
```
! RIJCOSX wB97M-V def2-TZVPD def2/J DEFGRID3
* xyz 0 1
O -2.69588 2.55732 0.06992
O -0.48214 -0.55519 -3.32862
O 1.95400 -0.89097 -2.52596
O -2.90467 -1.58427 -1.44842
O 2.49315 0.58909 3.08471
O -1.13094 -3.48482 0.39242
N -0.94019 -0.74316 0.91608
C 0.89549 1.84172 -0.22856
C 1.72531 3.02056 -0.53353
C 1.18570 0.73623 0.49295
C -1.77516 0.41921 1.38518
C 0.50276 -0.50465 0.77631
C 1.28406 -1.50734 1.27150
H 1.31965 3.69764 -1.37756
H -2.12913 2.02122 -0.48485
H 0.79696 -2.40756 1.74795
H -2.90564 -1.34579 -2.36634
H 2.33568 -1.52863 -3.12326
H 2.23664 -1.29870 -1.68763
H 1.80278 3.58149 0.44632
H -1.19914 1.26072 1.54255
H 2.01934 -0.10299 3.64157
H -2.54228 0.44372 0.53742
H -1.01920 -1.53933 1.49765
H 0.32935 -0.66458 -2.86381
H 2.82868 0.02000 2.43640
H -2.39032 3.36010 0.48820
H -0.04773 1.87854 -0.74195
H -3.45042 -2.32293 -0.95458
H -2.33270 0.23898 2.29686
H 2.69518 2.78131 -0.84257
H -1.18698 -0.91979 -2.91208
H 2.31040 -1.56966 1.20189
H -1.60812 -2.64673 0.26303
H -0.22142 -3.44483 0.09319
H 2.24694 0.61407 0.83759
*
```



Entry 6:
Entry from the Open Molecules 2025 dataset: a molecular structure, C6H23NO6V (the ωB97M-V functional and the def2-TZVPD basis).

* expectation value of S²: 3.754
* largest force on an atom: 2.8 eV Å⁻¹
* orbital gap (spin up / spin down): 5.85 / 6.53 eV
* ΔE to the lowest compared entry with this formula, charge and spin: 0.0 kJ/mol
* E_tot: -1692.54675 hartree
* LUMO level (spin up / spin down): -0.380 / -0.401 eV

Geometry as ORCA input:
```
! RIJCOSX wB97M-V def2-TZVPD def2/J DEFGRID3
* xyz 0 4
V -0.79888 -0.20740 1.23384
O 0.88610 0.81111 -3.68379
O -2.32362 -1.76626 0.74656
O -2.40405 1.25715 0.80650
O -1.20508 -0.08143 3.40001
O 0.91442 1.11405 1.38408
O 0.71818 -1.68737 2.04169
N -0.53958 -0.21663 -1.27629
C 1.89050 1.58715 2.20949
C 1.06347 -0.50186 -3.18928
C -3.47120 1.81909 1.47672
C 1.04758 -2.11456 -1.29783
C 0.79277 -0.65707 -1.70495
C 1.94469 1.67363 -3.28074
H 0.61946 -2.35669 -0.33065
H 1.80336 2.59996 -3.83753
H 2.95311 1.34049 -3.55671
H 1.91122 1.81655 -2.20032
H -3.16402 2.70534 2.05064
H 0.60845 -2.82029 -2.01485
H 2.11468 -2.34027 -1.30398
H -0.45736 0.02671 4.00139
H 2.06279 -0.87765 -3.46290
H -2.63677 -2.55552 1.20239
H -3.97454 1.09044 2.15007
H -0.76603 0.71703 -1.61855
H -4.29432 2.10593 0.79705
H 2.24249 0.92309 3.02357
H -1.98083 -0.19544 3.95920
H 1.46251 -0.08282 -1.05498
H 2.80133 1.89198 1.66303
H 0.67465 -2.61514 2.30265
H 1.65984 -1.46115 2.01378
H -3.05454 -1.48358 0.17711
H 1.65997 2.52782 2.74842
H 0.45453 -1.19207 -3.78865
H -1.21526 -0.79435 -1.78620
*
```